{"formula": "C15H60NO20S2", "method": "wB97M-V/def2-TZVPD", "max_force_ha_per_bohr": 0.08611, "gap_ev": 8.51, "charge": -1, "symbols": ["S", "S", "O", "O", "O", "O", "O", "O", "O", "O", "O", "O", "O", "O", "O", "O", "O", "O", "O", "O", "O", "O", "N", "C", "C", "C", "C", "C", "C", "C", "C", "C", "C", "C", "C", "C", "C", "C", "H", "H", "H", "H", "H", "H", "H", "H", "H", "H", "H", "H", "H", "H", "H", "H", "H", "H", "H", "H", "H", "H", "H", "H", "H", "H", "H", "H", "H", "H", "H", "H", "H", "H", "H", "H", "H", "H", "H", "H", "H", "H", "H", "H", "H", "H", "H", "H", "H", "H", "H", "H", "H", "H", "H", "H", "H", "H", "H", "H"], "xyz": [[1.3635, 3.1474, 2.3836], [2.2151, 1.1455, 0.8127], [-7.8990, 0.0083, 5.4668], [2.6294, 2.3180, -0.0299], [-5.5657, -0.3298, 1.1769], [4.0774, -1.4744, -1.7403], [2.6217, -6.8841, -2.7882], [-1.3685, 5.3685, 4.4658], [1.1324, 0.3930, 0.1006], [-2.9940, 1.8070, 2.5073], [1.7388, 3.9398, -3.4960], [-1.0144, 1.0857, -1.4730], [1.7051, 3.8198, 3.6784], [5.2043, -1.7603, -6.6035], [-0.1168, 3.2937, 2.1572], [1.0551, 6.1208, -0.5823], [1.4443, -0.8608, -2.7730], [-5.1811, -3.4006, 3.1789], [2.1281, -2.8006, -4.1204], [5.2529, 1.6214, 1.4474], [-0.9909, -2.3475, 0.0324], [4.8585, 0.7144, 0.4365], [1.8500, 1.5614, 2.3907], [0.8201, 6.8061, 0.6448], [-2.1629, 1.3615, -0.6821], [1.9036, -7.9354, -3.4244], [-7.2677, 0.7451, 4.4185], [5.4164, -1.5270, -2.2313], [-2.5293, 1.2238, 3.7158], [1.3708, -3.6522, -3.2584], [-0.9293, 4.5938, 5.5720], [0.9454, 3.3034, -2.4906], [-0.5138, -2.9522, 1.2244], [3.6958, 0.0382, 0.8322], [-5.3780, -2.8949, 4.4942], [1.5244, -0.0762, -3.9596], [-4.3412, -1.0661, 1.1353], [4.1546, -2.7179, -6.7455], [-6.1881, -3.4398, 4.9877], [-2.3501, 2.4709, 2.2450], [5.1275, 2.4919, 1.0548], [-1.3001, 5.0482, 6.4911], [-5.6207, -1.8300, 4.4583], [-3.6511, -0.6873, 1.8913], [4.5684, -3.6846, -7.0489], [3.4835, -0.7070, 0.0355], [-4.5616, -2.1079, 1.3399], [1.9680, 3.8877, 1.3948], [0.4801, -3.3811, 1.0609], [-1.5511, 0.7613, 3.5597], [1.7362, 6.7331, 1.2278], [3.8115, -0.4941, 1.7906], [-8.0062, 1.3625, 3.9001], [-0.4662, -2.2140, 2.0298], [5.6333, -1.6737, -7.4555], [-0.3705, -1.6463, -0.1987], [2.9633, -2.6209, -3.6778], [2.5085, -8.3817, -4.2187], [-2.1340, 2.3927, -0.3164], [-3.2428, 0.4597, 4.0253], [-6.7955, 0.0610, 3.7092], [0.0034, 6.3098, 1.1747], [0.4179, -3.8697, -3.7373], [1.1873, -3.1511, -2.3050], [5.9617, -2.2776, -1.6626], [-8.5636, -0.5506, 5.0626], [1.5224, 0.9734, -3.6817], [-6.0007, -3.2689, 2.6987], [0.9982, -7.5170, -3.8585], [0.6991, 4.0205, -1.7038], [-6.5075, 1.3883, 4.8562], [-2.2128, 0.6740, 0.1668], [-1.3207, 3.5769, 5.4899], [0.2440, 6.1715, -1.0910], [1.4939, 2.4602, -2.0644], [0.0270, 2.9420, -2.9466], [-5.3478, 0.5873, 0.9958], [1.6294, -8.7028, -2.6954], [5.4224, -1.8034, -3.2898], [-2.4560, 1.9832, 4.4979], [-3.0481, 1.2275, -1.3036], [-0.2448, 1.2065, -0.9042], [2.5394, 4.2496, -3.0696], [-1.0222, 4.9378, 3.6724], [3.4156, -7.2659, -2.4106], [0.6630, -0.2788, -4.6028], [1.9063, -4.5871, -3.0850], [1.4478, -1.7855, -3.0338], [3.6099, -0.8038, -2.2541], [0.5871, 7.8635, 0.4885], [-3.8873, -0.9783, 0.1455], [2.4526, -0.3054, -4.4935], [5.9015, -0.5568, -2.1036], [-1.2036, -3.7463, 1.5072], [0.1618, 4.5707, 5.5941], [3.4304, -2.3724, -7.4882], [-4.4597, -3.0307, 5.0615], [3.6555, -2.8277, -5.7865]], "forces_ev_per_angstrom": [[-2.6, 1.3, 3.4], [-1.4, 1.1, -1.9], [0.2, 0.1, 0.2], [0.0, -1.6, 1.7], [-0.2, -0.2, 0.1], [0.4, -0.4, -0.5], [-0.2, 0.0, -0.1], [-0.1, 0.1, 0.0], [1.8, 0.5, 2.0], [-0.4, -0.1, 0.1], [-0.1, 0.1, -0.3], [-0.6, 0.2, -0.2], [0.3, -1.5, -2.3], [-0.1, -0.1, 0.2], [2.1, -0.5, -0.5], [0.2, 0.3, 0.0], [-0.1, 1.4, 0.6], [0.1, -0.2, 0.3], [0.1, -1.1, -0.7], [0.3, -0.2, 0.9], [0.0, -0.2, 0.0], [-0.4, -0.3, -0.5], [0.5, 1.5, -2.6], [-0.1, -0.3, -0.1], [0.5, -0.1, 0.0], [0.3, 0.0, 0.2], [-0.2, -0.3, -0.1], [-0.2, 0.2, 0.0], [0.1, 0.2, -0.2], [0.3, -0.8, 0.1], [0.2, 0.1, -0.3], [0.1, 0.0, 0.0], [0.0, 0.3, -0.2], [-0.4, -0.4, 0.2], [-0.2, 0.0, -0.3], [-0.1, -0.4, 0.4], [0.0, 0.3, -0.2], [0.3, 0.1, -0.2], [0.0, 0.1, 0.2], [0.3, 0.0, -0.1], [-0.4, 0.0, -0.4], [-0.1, 0.1, -0.1], [0.0, 0.0, 0.2], [0.1, -0.1, -0.1], [-0.2, -0.1, 0.0], [0.2, 0.7, 0.5], [0.0, 0.0, 0.0], [-0.1, -0.9, 0.3], [0.0, -0.1, 0.2], [0.0, 0.0, 0.1], [-0.1, 0.0, 0.1], [-0.2, 0.5, -0.1], [0.1, 0.1, -0.1], [0.1, -0.1, 0.1], [0.1, 0.1, -0.1], [0.0, 0.3, -0.1], [0.2, 0.0, 0.2], [-0.1, -0.1, 0.0], [-0.2, 0.0, 0.1], [0.0, 0.0, -0.1], [0.1, 0.2, -0.1], [0.1, 0.2, 0.3], [0.0, 0.1, -0.1], [-0.2, -0.4, 0.2], [-0.1, 0.0, 0.0], [-0.1, -0.1, 0.0], [0.0, 0.0, 0.1], [0.0, 0.1, -0.1], [0.0, 0.1, 0.0], [0.0, -0.2, 0.1], [0.0, -0.1, 0.1], [-0.1, 0.2, 0.0], [0.1, -0.1, 0.2], [-0.1, -0.1, -0.2], [-0.3, 0.1, 0.1], [0.1, 0.0, -0.1], [0.1, 0.1, 0.1], [-0.1, -0.1, -0.1], [0.2, 0.0, 0.0], [0.0, -0.1, 0.1], [0.0, 0.0, -0.1], [0.2, -0.3, 0.0], [0.1, 0.0, 0.1], [0.1, 0.0, 0.0], [0.1, 0.0, 0.1], [0.1, 0.1, -0.1], [-0.1, 0.0, 0.1], [-0.1, 1.1, -0.2], [-0.5, 0.0, 0.2], [0.0, 0.0, 0.0], [0.1, -0.1, 0.1], [0.0, 0.1, -0.2], [0.1, -0.1, 0.0], [0.0, 0.0, 0.0], [0.0, -0.2, 0.1], [-0.1, -0.1, 0.1], [0.0, 0.0, -0.1], [0.0, 0.0, -0.1]]}

---

{"formula": "C15H6BF2IMgO5", "method": "wB97M-V/def2-TZVPD", "max_force_ha_per_bohr": 0.04939, "gap_ev": 5.25, "relative_energy_ev": 0.000, "charge": -2, "symbols": ["I", "Mg", "F", "F", "O", "O", "O", "O", "O", "C", "C", "C", "C", "C", "C", "C", "C", "C", "C", "C", "C", "C", "C", "C", "B", "H", "H", "H", "H", "H", "H"], "xyz": [[1.0662, -2.9081, -0.9331], [-0.8389, -0.6069, -1.2245], [-1.2458, -0.8226, -4.4230], [0.9016, 0.3863, -3.8396], [-5.0380, -2.5384, 0.7494], [-2.2513, 0.8780, -0.9694], [-6.5244, 0.0273, 0.8712], [-4.8997, 2.1301, -0.4090], [-2.2958, -1.7381, -0.3847], [0.4358, 1.6704, 0.3286], [0.7773, 0.4318, -0.0990], [4.1589, 0.1231, 1.4222], [-3.2641, 0.3422, -0.4373], [4.5221, -1.1489, 1.0535], [2.8757, 0.6404, 1.0987], [1.2970, 2.4787, 1.1278], [2.0055, -0.1490, 0.2580], [-3.3235, -1.0487, -0.1238], [2.4669, 1.9317, 1.5704], [-4.6255, -1.4275, 0.3754], [3.6236, -1.9599, 0.3433], [-4.5268, 0.9722, -0.1511], [2.3772, -1.4887, -0.0176], [-5.3914, -0.1348, 0.4508], [-0.2738, -0.3083, -3.5166], [3.1422, 2.4624, 2.2411], [1.0118, 3.4700, 1.3931], [4.9179, 0.7606, 1.8678], [-0.5104, 2.0709, 0.0087], [3.9372, -2.9555, 0.0611], [5.4926, -1.5409, 1.3075]], "forces_ev_per_angstrom": [[0.5, 0.5, 0.3], [0.0, 0.9, -0.3], [2.2, 1.3, -0.4], [-1.7, -0.9, -1.3], [0.3, 0.9, -0.5], [0.0, -0.2, 0.2], [0.2, -0.2, 0.0], [0.5, -1.3, 0.5], [0.5, -1.1, 0.1], [0.7, 1.2, 0.2], [-1.3, -1.9, -0.8], [0.2, -0.1, -0.2], [-0.1, 0.4, -0.2], [-0.3, 0.5, -0.1], [0.5, -0.3, 0.0], [-0.1, -1.2, -0.2], [0.0, 1.0, 1.3], [0.3, 0.6, -0.5], [0.5, -0.3, -0.5], [-0.4, -0.7, 1.0], [-0.5, -0.2, -0.2], [-1.4, 0.9, -0.2], [1.0, -0.3, 0.0], [-0.3, 0.7, -0.2], [-0.6, -0.6, 1.4], [0.0, 0.0, -0.2], [-0.2, 0.6, 0.3], [-0.2, 0.0, 0.3], [-0.3, 0.2, 0.0], [-0.1, -0.1, 0.1], [0.3, 0.0, 0.0]]}

---

{"formula": "C15H7CaINO5P", "method": "wB97M-V/def2-TZVPD", "max_force_ha_per_bohr": 0.12997, "gap_ev": 1.79, "charge": 2, "symbols": ["I", "Ca", "P", "O", "O", "O", "O", "O", "N", "C", "C", "C", "C", "C", "C", "C", "C", "C", "C", "C", "C", "C", "C", "C", "H", "H", "H", "H", "H", "H", "H"], "xyz": [[2.4779, -3.1183, -0.0230], [-3.8449, -2.8151, -5.0933], [4.9168, -0.4307, 1.1807], [5.2721, -2.0455, 1.6164], [0.7209, 3.1188, 1.9820], [-0.8641, -2.8605, 0.4086], [5.3962, -0.3073, -0.4914], [-2.2134, 1.7584, 1.8878], [-0.4347, 2.7099, 4.3066], [-1.6018, 1.1353, 0.9870], [-3.8937, 0.6926, -2.5097], [-3.3488, 1.3970, -1.2042], [-2.4036, -1.5641, -2.0905], [1.9378, -1.1158, 0.6565], [0.2462, 2.9967, 3.3394], [2.5915, 1.3407, 1.6056], [-2.3178, 0.5775, -0.3616], [3.0403, -0.1024, 1.1366], [-1.8627, -0.8759, -0.8046], [-0.7598, -1.6407, 0.1114], [-0.0266, 0.7688, 1.0919], [1.0674, 1.7598, 1.5763], [-3.4326, -0.7539, -2.9499], [0.4359, -0.6817, 0.6343], [4.5582, -2.4469, 2.1688], [3.3927, 2.0956, 1.9339], [-4.6249, 1.2446, -3.1954], [-3.8080, -1.2691, -3.9260], [-1.9898, -2.6024, -2.3480], [5.0481, 0.5921, -0.7443], [-3.6746, 2.4422, -0.8818]], "forces_ev_per_angstrom": [[-0.4, 1.6, 0.5], [0.2, -0.5, 0.0], [1.7, 0.3, 0.0], [-1.7, 1.5, -0.8], [-0.5, -2.6, 3.3], [0.2, 4.9, -1.7], [-1.8, 0.2, 1.8], [2.3, -2.4, -4.1], [4.1, 1.8, -5.0], [-0.4, 1.1, 2.2], [1.8, -1.3, 1.3], [1.4, -4.5, -1.2], [-1.0, 3.7, 1.4], [-1.7, 3.3, 1.0], [-3.1, -1.5, 1.2], [-2.5, -2.5, -1.3], [-0.8, -1.5, -2.5], [-4.7, 0.7, -0.5], [-1.6, 1.3, -1.6], [0.4, -1.8, 1.2], [2.9, -0.8, -0.4], [1.1, -3.1, -1.0], [2.0, 1.2, 3.8], [1.2, 1.8, 0.5], [0.7, 0.3, -0.6], [-1.5, -1.3, -0.5], [1.2, -0.9, 1.3], [0.2, 2.0, 1.7], [-0.7, 1.6, 0.4], [0.6, -1.1, 0.1], [0.4, -1.7, -0.6]]}

---

{"formula": "C15H7Cl4N2O4", "method": "wB97M-V/def2-TZVPD", "max_force_ha_per_bohr": 0.04460, "gap_ev": 2.98, "relative_energy_ev": 0.000, "charge": -1, "symbols": ["Cl", "Cl", "Cl", "Cl", "O", "O", "O", "O", "N", "N", "C", "C", "C", "C", "C", "C", "C", "C", "C", "C", "C", "C", "C", "C", "C", "H", "H", "H", "H", "H", "H", "H"], "xyz": [[3.8101, -2.1674, -3.4212], [3.7546, 1.0276, -3.3186], [-1.5734, -2.2738, -3.0962], [-1.6461, 0.8731, -2.8519], [2.5332, -0.5165, 4.7345], [1.2836, -2.3199, 4.7337], [1.0302, 2.0708, -3.0038], [1.1317, -3.3215, -3.3800], [-3.9103, -0.3942, -0.3422], [1.5289, -1.1559, 4.3473], [2.3387, 0.0814, -3.2015], [1.1132, -2.0984, -3.2664], [-1.2738, -0.7880, 1.9609], [-0.4678, -1.3116, 2.9492], [2.3600, -1.2769, -3.3027], [-0.1691, 0.0155, -2.9356], [-1.9404, 1.0634, 0.4513], [0.6323, -0.5631, 3.4180], [0.0561, 1.2627, 1.9393], [0.8815, 0.7398, 2.9201], [-3.0034, 0.2612, 0.0208], [-1.8929, 2.4637, -0.0191], [-1.0689, 0.5236, 1.4272], [1.0652, 0.8416, -3.0339], [-0.1475, -1.3447, -3.0697], [1.7200, 1.3009, 3.3327], [-1.8332, 2.4390, -1.1161], [-2.0920, -1.4129, 1.5944], [0.2862, 2.2571, 1.5454], [-1.0348, 3.0151, 0.3581], [-0.6491, -2.2900, 3.3935], [-2.8229, 2.9981, 0.2328]], "forces_ev_per_angstrom": [[0.0, 0.1, -0.1], [0.0, -0.1, 0.1], [0.0, 0.1, 0.1], [0.4, -0.4, -0.3], [-1.0, -0.7, -0.3], [0.5, 1.1, -0.1], [0.2, -2.3, -0.1], [0.1, 2.1, 0.1], [1.3, 0.9, 0.4], [0.3, -0.3, 0.4], [0.2, -1.1, -0.3], [0.0, -1.6, 0.1], [0.3, -0.8, 0.7], [-0.1, 0.4, -0.4], [0.2, 1.1, 0.3], [-0.6, -1.1, -0.5], [0.8, -1.0, 1.3], [0.2, 0.3, 0.1], [0.5, -0.1, 0.6], [-0.5, -0.3, -0.3], [-1.6, -0.9, -0.6], [-0.4, 0.4, -0.8], [-0.3, 0.5, -0.6], [-0.2, 1.8, 0.1], [-0.3, 1.2, 0.1], [-0.2, -0.2, -0.2], [0.1, 0.6, 0.4], [0.2, 0.4, 0.1], [-0.1, -0.4, 0.2], [-0.1, 0.0, 0.0], [0.0, 0.3, -0.3], [0.3, 0.1, 0.0]]}